Here is 8 unconnected molecules or ions with the total composition C35H77O32P7 from the Open Molecules 2025 dataset. Energies are from ωB97M-V/def2-TZVPD.

Summary:
molecular weight	1226.8	u
net charge	0
LUMO energy	-1.88	eV
DFT total energy	-6176.83007	a.u.
HOMO energy	-9.50	eV

Last column: Löwdin charge in e.
Atoms and positions in Å:
C 0.68063 -2.35588 -1.18240  -0.05
C 0.98514 -2.40547 -2.69579  -0.23
O 0.94983 -1.05866 -3.16441  -0.16
C 0.32445 -0.87041 -4.41044  -0.19
C -0.71643 0.27364 -4.32151  -0.12
O -1.33776 0.36696 -3.01906  -0.06
C -2.56763 -0.22873 -3.01479  -0.27
C -3.74591 0.44804 -2.75746  0.03
C -4.96948 -0.19614 -2.73788  0.02
C -5.05400 -1.55464 -2.97425  -0.09
C -3.86846 -2.22925 -3.26746  -0.08
C -2.64602 -1.59244 -3.28929  0.07
C -3.91765 -3.69130 -3.57046  -0.32
O -3.00794 -4.20533 -4.17442  0.09
C -5.10722 -4.46911 -3.15338  0.04
C -6.22320 -3.80869 -2.88002  0.03
C -6.32478 -2.32372 -2.92693  -0.34
O -7.39279 -1.77468 -2.88855  0.13
H 0.42745 -1.33369 -0.90662  0.06
H -0.17832 -2.97168 -0.91399  0.07
H 1.53400 -2.67691 -0.59079  0.07
H 0.29321 -3.07315 -3.20748  0.11
H 2.00168 -2.79562 -2.77643  0.12
H -0.14818 -1.76510 -4.81904  0.11
H 1.07809 -0.55688 -5.14183  0.13
H -1.51935 0.14779 -5.04489  0.13
H -0.19512 1.21825 -4.46036  0.12
H -3.70645 1.50712 -2.53357  0.12
H -5.86557 0.37256 -2.53296  0.13
H -1.78059 -2.20057 -3.49829  0.11
H -4.99504 -5.54168 -3.09787  0.12
H -7.10488 -4.36346 -2.58653  0.12
C -2.70231 5.79961 -0.50123  -0.11
O -4.14030 5.89184 -0.52944  -0.25
P -5.01620 4.59033 0.08618  0.63
O -5.26082 3.92454 -1.24020  -0.27
O -6.19294 5.59652 0.56562  -0.28
C -6.72916 6.55246 -0.34634  -0.10
O -5.61112 3.40178 1.05940  -0.28
C -6.95011 2.97830 0.82413  -0.11
H -2.29954 6.71350 -0.92957  0.09
H -2.34069 5.70219 0.52232  0.08
H -2.36585 4.94635 -1.09481  0.08
H -6.70222 6.18174 -1.37167  0.09
H -6.17825 7.48947 -0.27658  0.08
H -7.76344 6.73480 -0.05935  0.09
H -7.09613 2.69736 -0.21725  0.08
H -7.65771 3.75479 1.11043  0.09
H -7.11512 2.10485 1.45303  0.09
C -2.25289 -0.81677 0.97366  -0.10
O -2.25942 -2.00990 1.78080  -0.25
P -2.20198 -1.78402 3.45264  0.67
O -0.71051 -2.01331 3.52188  -0.27
O -3.08163 -3.12085 3.71043  -0.27
C -2.74053 -4.33347 3.04534  -0.10
O -2.37054 -1.31405 5.02507  -0.28
C -1.91787 -2.21225 6.03188  -0.10
H -2.29029 -1.10426 -0.07521  0.07
H -3.12413 -0.20320 1.20359  0.08
H -1.33954 -0.24254 1.15015  0.08
H -1.66578 -4.40118 2.86963  0.08
H -3.27579 -4.40799 2.09908  0.08
H -3.05044 -5.15731 3.68645  0.09
H -0.88516 -2.50767 5.85916  0.07
H -2.55986 -3.09062 6.08792  0.09
H -1.97796 -1.67316 6.97605  0.09
C 1.35596 1.70775 -1.68113  -0.08
O 2.30932 2.78405 -1.50996  -0.22
P 3.89146 2.46126 -1.89169  0.55
O 4.46001 2.11454 -0.55975  -0.26
O 4.16537 3.99238 -2.33759  -0.26
C 3.92837 5.03840 -1.40171  -0.10
O 4.96723 1.87845 -2.95969  -0.25
C 6.31773 2.30991 -2.81467  -0.10
H 0.37512 2.07545 -1.39203  0.09
H 1.32190 1.38895 -2.71823  0.06
H 1.62440 0.86119 -1.04748  0.09
H 4.10727 4.70373 -0.38064  0.06
H 2.90619 5.40434 -1.49735  0.09
H 4.60852 5.85779 -1.63039  0.09
H 6.67959 2.13503 -1.80298  0.09
H 6.41622 3.36216 -3.07710  0.09
H 6.91086 1.71753 -3.50874  0.09
C 1.43885 1.45753 3.62258  -0.10
O 0.85396 2.61554 4.26025  -0.26
P -0.06077 2.34916 5.65556  0.65
O -1.37561 2.33511 4.92091  -0.27
O 0.36942 3.79691 6.24925  -0.27
C 0.27405 4.95653 5.42881  -0.11
O -0.64764 1.87598 7.12316  -0.28
C -1.70212 2.65003 7.68091  -0.11
H 1.99097 1.79796 2.74960  0.09
H 2.12795 0.95156 4.29766  0.08
H 0.65735 0.76188 3.30774  0.07
H -0.54593 4.87073 4.71453  0.09
H 1.21144 5.12127 4.89844  0.08
H 0.09041 5.80741 6.08328  0.09
H -2.52752 2.75093 6.97896  0.08
H -1.34234 3.63138 7.98884  0.08
H -2.05031 2.11255 8.56175  0.09
C 6.09170 5.58190 1.55638  -0.10
O 7.03062 6.53159 1.00668  -0.23
P 7.31425 7.91843 1.88030  0.54
O 6.37755 8.87652 1.23427  -0.26
O 8.83660 8.02008 1.34270  -0.27
C 9.08614 8.07888 -0.05887  -0.10
O 7.69084 8.61036 3.30088  -0.26
C 8.21746 9.93417 3.25306  -0.10
H 6.02141 4.73939 0.87366  0.08
H 6.43374 5.22084 2.52614  0.09
H 5.10772 6.04492 1.66004  0.09
H 8.27360 8.57936 -0.58671  0.09
H 9.22399 7.07398 -0.45762  0.08
H 10.00663 8.64102 -0.20679  0.09
H 7.56439 10.59666 2.68802  0.09
H 9.21951 9.93468 2.82730  0.09
H 8.27241 10.28530 4.28175  0.09
C -2.00243 -4.73726 -6.92129  -0.11
O -1.90825 -5.75106 -7.94855  -0.23
P -2.67597 -7.19441 -7.65190  0.54
O -1.56688 -8.02501 -7.11292  -0.25
O -2.97211 -7.43303 -9.22551  -0.27
C -1.88751 -7.46131 -10.14849  -0.11
O -4.02852 -7.97864 -7.20464  -0.26
C -4.13647 -9.34605 -7.59068  -0.11
H -1.45703 -3.86009 -7.26181  0.09
H -3.04164 -4.46310 -6.75089  0.08
H -1.56213 -5.09767 -5.99295  0.08
H -0.98119 -7.85255 -9.68509  0.09
H -1.70178 -6.46110 -10.53962  0.08
H -2.17391 -8.11013 -10.97462  0.09
H -3.26427 -9.91413 -7.27238  0.09
H -4.27382 -9.43256 -8.66732  0.09
H -5.01823 -9.74307 -7.09094  0.09
C 5.63498 -6.17798 6.57316  -0.11
O 4.37540 -6.65929 6.06228  -0.23
P 3.27455 -5.51846 5.54793  0.54
O 2.41925 -5.36302 6.75476  -0.26
O 2.66627 -6.52330 4.43386  -0.27
C 2.14609 -7.78680 4.83459  -0.11
O 2.96224 -4.20618 4.64814  -0.25
C 1.59180 -3.96469 4.31257  -0.10
H 6.23131 -7.03978 6.86010  0.09
H 6.17300 -5.61674 5.80886  0.08
H 5.47198 -5.54649 7.44899  0.09
H 1.71909 -7.74135 5.83714  0.09
H 2.92968 -8.54368 4.79953  0.08
H 1.36539 -8.06180 4.12700  0.09
H 0.96250 -3.95326 5.19958  0.08
H 1.23375 -4.71080 3.60465  0.09
H 1.54320 -2.98766 3.84009  0.07

Cartesian forces (eV/Å) of the 6 atoms listed first:
-0.29 -0.15 -0.21
0.46 0.29 1.55
-0.42 -0.55 -0.64
-0.11 0.63 -0.33
0.49 -0.12 0.74
-0.43 0.35 -0.39